(a)
23
Properties=species:S:1:pos:R:3:lowdin_spin:R:1 method="wB97M-V/def2-TZVPD" homo_ev="-14.210 / -13.588" total_charge=+1 homo_lumo_gap_ev="9.52 / 5.85" molar_mass_g_mol=121.184 e_lumo_ha="-0.17225 / -0.28453" multiplicity=2
C 1.165 -1.169 1.867 0.08
C -0.776 1.425 -0.928 0.07
H 1.250 1.872 -1.404 -0.03
N -1.158 0.618 -2.101 0.71
C -1.626 0.896 0.235 0.00
H -1.076 -2.517 -1.414 0.00
C 0.706 1.365 -0.600 -0.03
H -0.696 0.901 -2.944 0.02
O -0.658 -1.805 -0.953 0.23
H 1.787 1.470 1.014 -0.02
N 1.002 2.000 0.703 -0.79
H 1.013 0.290 -0.585 -0.01
H -2.718 1.198 0.089 0.00
H 0.259 -2.263 0.346 0.01
H -1.048 2.505 -1.121 0.02
H 0.213 -0.843 2.334 0.01
H -1.565 -0.156 0.254 0.00
H 1.428 -0.311 1.220 0.04
H -1.221 1.313 1.176 0.00
N 0.947 -2.414 1.143 0.65
H 1.929 -1.226 2.694 0.01
H -1.002 -0.420 -1.811 0.01
H 1.845 -2.729 0.784 0.02



(b)
23
Properties=species:S:1:pos:R:3:lowdin_spin:R:1 method="wB97M-V/def2-TZVPD" homo_ev="-6.141 / -9.926" total_charge=+1 homo_lumo_gap_ev="2.81 / 6.52" molar_mass_g_mol=121.184 e_lumo_ha="-0.12254 / -0.12526" multiplicity=2
N 2.945 0.701 -1.226 0.14
H 1.402 -0.704 -1.872 0.04
C 0.742 0.248 -0.179 0.21
H -0.511 -0.608 1.455 0.03
H -2.151 -3.264 -0.528 0.00
C 1.751 -0.011 -1.118 0.39
C -0.445 -0.458 0.350 0.06
H 1.679 1.443 1.283 0.00
H -1.718 3.303 1.849 0.00
H -2.551 -2.010 0.407 0.01
N -2.051 -2.245 -0.444 0.01
H 3.438 0.484 -2.072 0.00
H -2.277 1.869 2.129 0.00
H 3.450 1.021 -0.415 0.02
H -0.155 -1.759 -1.334 0.00
H -2.381 -1.889 -1.344 0.00
N 0.964 1.592 0.586 0.03
H 1.310 2.233 -0.141 0.00
H -0.052 -2.676 0.105 0.00
O -1.548 2.379 1.708 0.01
H 0.107 2.070 0.939 0.01
C -0.563 -1.816 -0.324 0.01
H -1.387 0.098 0.185 0.01



(c)
23
Properties=species:S:1:pos:R:3:lowdin_spin:R:1 method="wB97M-V/def2-TZVPD" homo_ev="-6.748 / -11.242" total_charge=+1 homo_lumo_gap_ev="2.81 / 7.26" molar_mass_g_mol=121.184 e_lumo_ha="-0.14480 / -0.14648" multiplicity=2
H 3.996 0.511 2.048 0.00
H 0.747 -0.244 0.790 0.01
H -1.688 1.605 -1.119 0.00
O 0.089 -1.005 2.617 0.00
H -0.613 -0.883 -2.136 0.00
H 3.120 1.534 0.035 0.05
N -2.706 -0.847 -1.698 0.01
H 0.648 2.191 -0.599 0.01
H 2.530 -0.311 2.308 0.01
C -1.304 -0.654 -1.326 0.01
N 3.078 0.313 1.719 0.19
H -0.092 -1.893 2.296 0.00
N 1.245 0.447 0.279 0.16
H 1.018 0.833 -1.731 0.01
H -3.321 -0.664 -0.894 0.00
H -1.300 0.653 0.317 0.00
H -0.977 -1.458 -0.662 0.00
C 2.505 0.848 0.607 0.50
H -2.995 -1.740 -2.180 0.00
H -2.945 -0.237 -2.506 0.00
C -0.994 0.749 -0.734 0.00
H -0.486 -0.839 3.369 0.00
C 0.447 1.090 -0.803 0.03



Which one sits at the bottom of the stability order? (a) does.



(a)
11
Properties=species:S:1:pos:R:3:lowdin_charge:R:1 method="wB97M-V/def2-TZVPD" homo_ev=-8.747 homo_lumo_gap_ev=7.77 molar_mass_g_mol=106.215 e_lumo_ha=-0.03601
H -0.585 -1.968 -0.751 -0.11
S 1.841 -1.182 -0.372 0.56
H -0.168 2.201 -0.111 0.17
H -0.655 1.272 -1.867 0.15
H -1.267 0.178 1.605 0.18
C -1.008 0.028 0.304 -0.75
H 2.369 -1.200 1.485 0.11
C -0.456 1.017 -0.695 -0.26
C 0.656 0.174 -0.014 -0.74
S -1.858 -1.404 -0.266 0.65
H 1.132 0.882 0.682 0.04



(b)
11
Properties=species:S:1:pos:R:3:lowdin_charge:R:1 method="wB97M-V/def2-TZVPD" homo_ev=-8.596 homo_lumo_gap_ev=8.74 molar_mass_g_mol=106.215 e_lumo_ha=0.00519
H 0.026 -1.434 -2.034 0.07
C -0.101 -0.714 1.930 -0.50
C 0.067 0.331 -0.668 -1.20
S -0.707 1.467 -0.105 0.80
H -1.183 -0.501 1.733 0.04
H 1.176 -0.058 -2.517 0.11
H 0.566 0.030 2.152 -0.03
S 0.684 -0.981 0.445 0.78
C 0.148 -0.307 -2.065 -0.18
H -0.714 0.009 -2.501 0.02
H -0.183 -1.690 2.543 0.09



Which one sits at the bottom of the stability order? (a) does.



(a)
11
Properties=species:S:1:pos:R:3:lowdin_charge:R:1 method="wB97M-V/def2-TZVPD" homo_ev=-7.707 homo_lumo_gap_ev=8.51 molar_mass_g_mol=106.215 e_lumo_ha=0.02949
H -0.742 -2.064 0.212 0.07
H 1.436 1.066 0.297 0.07
C 0.456 1.156 -0.224 -0.57
C -0.235 -1.138 0.493 -0.52
C 0.030 -0.259 -0.713 -0.34
S -0.774 1.713 0.963 0.46
S -1.359 -0.159 1.608 0.45
H 0.677 -1.402 1.037 0.07
H 0.802 -0.689 -1.355 0.11
H -0.921 -0.114 -1.271 0.11
H 0.629 1.890 -1.046 0.09



(b)
11
Properties=species:S:1:pos:R:3:lowdin_charge:R:1 method="wB97M-V/def2-TZVPD" homo_ev=-8.727 homo_lumo_gap_ev=8.41 molar_mass_g_mol=106.215 e_lumo_ha=-0.01170
H 2.605 -1.589 0.092 -0.15
H 0.328 1.668 0.786 0.08
C -1.409 0.654 -0.119 -0.68
C 0.011 0.673 0.587 -0.33
C 0.923 0.225 -0.578 -0.59
H 0.937 1.170 -1.222 0.10
H -1.565 1.288 -0.986 0.03
H 0.024 0.088 1.580 0.13
S -2.565 -0.462 0.024 0.66
S 2.568 -0.241 0.066 0.68
H 0.482 -0.690 -1.031 0.08



Which one sits at the bottom of the stability order? (b) does.